Entry 1:
43
Properties=species:S:1:pos:R:3:lowdin_charge:R:1 method="wB97M-V/def2-TZVPD" gap_ev=8.49 e_above_lowest_kj_mol=562.23 smiles="CCCN1CCO[C@@H](COc2cccc3c2C=CC3)C1" e_tot_ha=-866.6560
O 0.39806 -2.37867 1.26926 -0.11
O 0.67894 -0.58903 -1.24190 -0.08
N 0.29891 -0.05484 2.92830 -0.16
C 0.32257 1.08059 3.94133 -0.18
C -2.53450 0.97746 -3.59931 0.00
C -0.16249 -2.42448 2.56493 -0.18
C 1.58091 -1.33522 -4.92170 -0.07
C -1.84304 0.65953 -5.00601 -0.11
C 1.35680 -1.35242 1.00680 -0.30
C 1.72427 -1.40979 -0.49139 -0.04
C -0.76461 2.13429 3.59710 -0.24
C -0.63455 -0.08150 -4.62036 -0.23
C -0.37865 3.22318 4.56171 -0.15
C 0.89172 0.00854 1.50946 -0.10
C -0.51190 0.02560 -3.26958 -0.17
C 0.58380 -0.66070 -2.59458 -0.15
C -0.75174 -1.01592 2.90992 -0.19
C 0.37443 -0.69609 -5.42044 -0.05
C -1.63539 0.60499 -2.62437 -0.02
C 1.61780 -1.29698 -3.48864 -0.02
H 1.78623 -2.46756 -0.84319 0.14
H 0.65038 3.50068 4.48710 0.06
H 1.33203 1.39002 4.09338 0.10
H 0.33887 -0.43146 -6.50766 0.11
H -2.46548 -0.02865 -5.71380 0.16
H 2.34090 -1.92124 -2.99661 0.07
H 0.24263 0.68812 4.97267 0.12
H 2.29337 -1.55368 1.63825 0.17
H -1.52254 1.56983 -5.42031 0.10
H -0.61684 2.41343 2.52954 0.11
H 2.29200 -1.96732 -5.49917 0.10
H -1.08965 4.09811 4.71949 0.09
H -1.77995 0.87030 -1.56539 0.12
H -1.84037 1.78239 3.66651 0.13
H -1.42232 -0.70985 2.11715 0.12
H -0.99794 -3.16415 2.52737 0.13
H -0.48457 2.76915 5.57186 0.08
H 0.48415 -2.81749 3.36464 0.12
H 2.64314 -0.86273 -0.72964 0.13
H -3.48548 1.38176 -3.54389 0.06
H 0.16369 0.36372 0.69249 0.13
H -1.13656 -1.03174 3.94479 0.13
H 1.66298 0.70984 1.48388 0.10

Entry 2:
31
Properties=species:S:1:pos:R:3:lowdin_charge:R:1 method="wB97M-V/def2-TZVPD" s_squared=6.0124 total_charge=+1 gap_ev="7.91 / 8.61" spin_multiplicity=5 e_tot_ha=-5075.7840
Br 1.47217 -3.34448 1.22727 0.12
Co 2.36669 -1.23680 1.50103 0.34
P 0.13133 -0.28999 0.68322 0.98
O 4.38000 2.21491 2.11381 0.21
O 4.29983 -1.26439 1.03687 -0.04
O 2.70640 0.65298 2.09993 -0.10
O 6.13003 0.12564 0.93365 0.23
N -1.12264 -0.47239 -1.79557 -0.07
N -2.55653 -0.42889 0.17367 -0.14
N -1.43259 1.59927 -0.54973 -0.14
C -0.25731 1.47530 0.32229 -0.27
C -1.55353 -0.86392 1.15349 -0.28
C 3.82657 1.19093 1.96710 -0.45
C -2.38669 -1.02056 -1.10454 -0.10
C 0.11392 -0.90436 -1.06291 -0.26
C -1.23101 1.06472 -1.84575 -0.10
C -2.63363 1.02696 0.05847 -0.14
C 5.05854 -0.29930 1.11312 -0.44
H 0.15625 -1.99458 -1.05573 0.06
H -2.08140 1.27912 -2.49350 0.15
H -0.30952 1.42761 -2.29936 0.15
H -3.49426 1.28252 -0.56149 0.14
H 0.97898 -0.52927 -1.61270 0.11
H -3.21690 -0.76880 -1.76500 0.15
H -2.77558 1.45728 1.04775 0.14
H 0.61064 1.95922 -0.12928 0.11
H -2.26565 -2.10132 -1.04299 0.15
H -1.08974 -0.83163 -2.75069 0.19
H -0.45799 1.99929 1.25800 0.11
H -1.81490 -0.45410 2.13033 0.11
H -1.55147 -1.95096 1.24925 0.09

Entry 3:
15
Properties=species:S:1:pos:R:3:lowdin_charge:R:1 method="wB97M-V/def2-TZVPD" gap_ev=10.11 e_above_lowest_kj_mol=117.15 smiles="C=CC[SiH2]C" e_tot_ha=-447.7900
Si 1.12149 -0.05724 0.33794 0.65
C -0.55264 -0.20819 -0.69677 -0.33
C -1.87053 -0.67695 -0.08251 -0.24
C -2.79377 -0.06234 0.73650 -0.01
C 2.64862 -0.11574 -0.87972 -0.23
H -2.96501 1.07640 0.69433 0.08
H 1.31354 1.21671 1.10888 -0.07
H 0.79927 -1.13314 1.32926 -0.04
H -0.58803 0.43856 -1.64429 0.09
H 3.54755 0.47900 -0.89234 0.03
H 2.04101 -0.08133 -1.78504 0.01
H -0.02649 -1.09123 -1.03532 0.01
H -1.76365 -1.63901 0.26592 0.05
H -3.64648 -0.67386 0.99364 0.04
H 2.97114 -1.07430 -1.04430 -0.03

Entry 4:
62
Properties=species:S:1:pos:R:3:lowdin_charge:R:1 method="wB97M-V/def2-TZVPD" s_squared=2.0054 total_charge=-1 gap_ev="4.35 / 6.49" e_above_lowest_kj_mol=0.00 spin_multiplicity=3 e_tot_ha=-2600.6875
Pd 0.15877 -0.61711 0.84582 0.47
Cl -1.91586 0.29059 1.46484 -0.10
Cl 0.36499 0.17591 -1.33027 0.04
S 0.84408 -0.93206 4.07241 0.78
O -0.58705 1.81102 -3.38575 -0.05
O 1.13749 0.46752 4.51578 -0.56
O 2.29180 -1.31729 0.85168 -0.14
O 1.33216 1.36472 1.39461 -0.14
N -0.16146 3.11358 1.50178 -0.20
N 4.31462 -1.04902 -0.13103 -0.19
C -1.62636 -2.69288 -0.19299 -0.18
C -0.47657 -2.54339 0.74328 -0.40
C 4.85590 -2.24310 0.50060 -0.04
C -4.09826 1.90828 -6.70280 -0.09
C -0.46037 3.21061 0.08172 -0.09
C 0.74496 2.26749 2.02499 -0.34
C 3.04378 -0.69570 0.05722 -0.32
C -4.90500 2.74610 -5.91493 -0.09
C -2.84073 1.51969 -6.24456 -0.05
C -0.88882 -1.26558 4.41791 -0.28
C -2.38066 1.95225 -4.99160 -0.18
C -1.05624 1.50043 -4.46530 -0.22
C 5.17676 -0.32042 -1.05271 -0.05
C -1.04380 3.85084 2.38829 -0.08
C -0.26209 -4.91299 1.61086 -0.14
C 1.60009 -2.04188 5.28079 -0.27
C -4.43578 3.20346 -4.67268 -0.08
C -3.17648 2.81139 -4.20912 -0.01
C 0.15201 -3.46972 1.46904 -0.27
H 5.47907 -0.97197 -1.88487 0.09
H -2.06448 -3.69266 -0.12684 0.04
H -1.34487 -1.69556 3.51842 0.01
H -1.03849 4.91126 2.10798 0.08
H -5.89408 3.04469 -6.26898 0.10
H -0.95615 -1.95325 5.27189 0.04
H 1.42352 -1.61435 6.27818 0.05
H -1.13677 -5.13764 0.99089 0.05
H -4.45876 1.56307 -7.67245 0.10
H -0.68613 3.74474 3.41676 0.08
H 5.73017 -1.97822 1.10514 0.08
H 2.68131 0.15567 -0.53561 0.05
H 4.08694 -2.69533 1.13076 0.09
H -2.80162 3.16231 -3.24161 0.12
H 6.07294 0.03456 -0.52642 0.08
H -1.45759 2.79590 -0.12187 0.07
H -1.36616 -0.30525 4.62917 0.05
H 0.55494 -5.58382 1.31237 0.05
H -0.47676 4.27563 -0.19379 0.08
H 2.67387 -2.08266 5.06192 0.04
H -2.07123 3.46678 2.31453 0.08
H 0.27519 2.66176 -0.51368 0.03
H -1.27910 -2.49037 -1.21545 0.05
H -5.05547 3.86812 -4.06262 0.10
H 0.93317 2.42801 3.10635 0.12
H 5.18028 -2.95618 -0.26687 0.09
H -2.19767 0.87424 -6.84671 0.11
H -2.36294 -1.91965 0.05375 0.01
H 1.18010 -3.05175 5.21181 0.05
H 4.61727 0.53738 -1.44556 0.09
H -0.49228 0.84052 -5.16456 0.12
H 1.05752 -3.17674 1.99483 0.04
H -0.50760 -5.15202 2.65529 0.05

Entry 5:
7
Properties=species:S:1:pos:R:3:lowdin_charge:R:1 method="wB97M-V/def2-TZVPD" gap_ev=8.63 e_above_lowest_kj_mol=167.34 e_tot_ha=-973.4270
Cl -0.32229 -0.02551 -1.45432 0.37
S -0.06125 -1.01451 0.85082 0.59
O 0.96139 1.36621 0.63058 -0.06
C -0.09104 0.59723 0.91187 -0.89
H -0.42276 -1.30137 -1.32813 -0.20
H -0.98770 1.15482 1.19208 0.08
H 0.72447 2.29939 0.73041 0.12

Entry 6:
38
Properties=species:S:1:pos:R:3:lowdin_charge:R:1 method="wB97M-V/def2-TZVPD" gap_ev=7.62 e_above_lowest_kj_mol=140.93 smiles="O=C(Nc1ccccc1N1CCCC1)c1ccc(Cl)cc1Cl" e_tot_ha=-1762.1671
Cl 1.22020 0.62772 -1.84136 0.93
Cl 6.00319 0.11311 0.27491 0.67
O -0.47765 -0.23220 1.80286 0.00
N -0.55246 -0.83270 -0.46466 0.05
N -2.75205 0.92721 0.27129 -0.05
C -3.03448 3.31406 0.89854 -0.06
C 2.28694 -0.64995 1.56252 0.03
C -2.03012 -1.29755 -0.39471 -0.01
C -2.42567 3.24803 -0.57472 -0.12
C -1.84978 1.91858 -0.43933 -0.21
C -4.75757 -2.30100 0.18850 -0.01
C 4.25485 -0.07816 0.27717 -0.71
C 2.02424 0.05114 -0.59905 -0.75
C -2.41154 -2.74181 -0.85701 0.05
C 1.50023 -0.19753 0.41180 -0.30
C -3.78268 -3.11238 -0.48417 -0.09
C 3.60154 -0.64410 1.37009 -0.12
C -3.81146 1.83321 1.04018 -0.02
C -4.36407 -0.84882 0.20218 -0.02
C 3.52032 0.13630 -0.70233 -0.12
C 0.13288 -0.49289 0.64058 -0.40
C -3.11164 -0.32503 -0.00909 -0.27
H -3.65897 4.15776 0.85396 0.08
H 4.19558 -0.95314 2.35794 0.16
H 3.99178 0.53544 -1.84481 0.20
H -3.98576 1.48222 2.01672 0.09
H -0.86925 1.69035 -0.03344 0.10
H 1.72990 -1.13150 2.42146 0.15
H -1.58489 -3.20447 -1.08902 0.02
H -0.18246 -1.50300 -1.21095 0.16
H -3.98818 -3.86750 -1.04382 0.01
H -1.55288 3.93258 -0.44796 0.14
H -3.00149 3.10782 -1.40907 0.09
H -5.73526 -2.47576 0.38174 0.05
H -5.10980 -0.11658 0.79748 0.13
H -2.34780 3.29933 1.54878 0.03
H -4.65118 1.74086 0.40612 0.07
H -1.77919 1.40421 -1.30782 0.07